23
Properties=species:S:1:pos:R:3:forces:R:3 method="wB97M-V/def2-TZVPD" charge=+4 gap_ev=4.658 e_tot_ha=-3918.7555
Sc -1.3342 -1.2646 -3.3680 -3.020 -1.181 3.297
Lu -0.4637 0.4559 1.0908 0.772 -1.632 -3.549
Cl 0.0809 -2.2045 -1.9027 -0.751 0.654 -0.611
Cl -1.6932 1.7014 -0.4737 0.046 -0.157 -0.425
C 1.2822 2.1787 1.1398 4.563 4.457 0.533
C -0.2964 -2.3489 -4.8111 7.767 -3.467 -7.619
C -0.0839 0.3627 -3.8800 6.064 6.232 -3.530
O 2.0793 3.0090 1.2430 -3.742 -3.812 -0.538
O 0.5645 -2.6501 -5.5657 -6.079 1.815 5.162
O 0.6904 1.1002 -4.3370 -4.289 -3.948 2.654
C -0.3013 -2.2396 4.2065 -0.170 0.569 0.689
N -0.3417 -0.7739 4.0142 -1.921 0.398 -0.452
C 0.3955 0.2150 4.6391 0.397 -0.360 0.342
C 0.1135 1.3992 4.0606 0.258 -0.319 0.399
N -0.8426 1.1441 3.0560 -1.576 -0.360 2.102
C -1.2670 -0.2284 3.2125 0.716 -0.654 -0.463
S -2.1932 -1.1636 2.0545 0.470 1.249 0.443
H -1.3162 -2.6229 4.2106 -0.028 -0.019 0.194
H 0.2588 -2.7212 3.4264 0.374 -0.047 -0.430
H 0.1785 -2.3645 5.1535 0.229 -0.551 0.583
H 0.9963 -0.0964 5.4837 0.323 0.521 -0.070
H 0.4455 2.3857 4.2994 0.133 0.441 0.076
H -1.4489 1.8698 2.6438 -0.537 0.172 1.213